# 1
# C33H31BiN9O3S3Sb

C33H31BiN9O3S3Sb as an isolated structure (wB97M-V/def2-TZVPD, the Open Molecules 2025 dataset).

ORCA input file:
```
! RIJCOSX wB97M-V def2-TZVPD def2/J DEFGRID3
* xyz -1 2
Bi -1.414 0.214 0.583
C 5.705 3.801 -4.178
C 4.426 3.135 -3.746
C 3.207 3.406 -4.362
C 2.038 2.771 -3.989
C 1.980 1.810 -2.944
N 0.887 1.136 -2.537
C -0.370 1.542 -2.796
C -0.844 2.873 -2.934
C -2.183 3.171 -3.102
C -3.170 2.190 -3.152
C -4.630 2.526 -3.287
C -2.744 0.875 -3.009
C -1.408 0.563 -2.837
N -1.062 -0.820 -2.712
C -1.169 -1.791 -3.637
C -0.750 -2.964 -3.051
C -0.401 -2.596 -1.743
N -0.581 -1.298 -1.554
C 3.247 1.523 -2.361
C 4.411 2.163 -2.752
N 3.365 0.568 -1.305
C 3.991 0.783 -0.126
C 3.991 -0.408 0.560
C 3.331 -1.298 -0.311
N 2.969 -0.708 -1.435
H 5.514 4.799 -4.576
H 6.221 3.234 -4.959
H 6.400 3.907 -3.343
H 3.171 4.133 -5.168
H 1.127 3.004 -4.523
H -0.131 3.685 -2.882
H -2.476 4.214 -3.177
H -4.766 3.586 -3.507
H -5.181 2.303 -2.369
H -5.104 1.958 -4.092
H -3.464 0.063 -2.996
H -1.511 -1.562 -4.632
H -0.694 -3.937 -3.507
H -0.016 -3.200 -0.938
H 5.339 1.873 -2.269
H 4.381 1.757 0.116
H 4.404 -0.606 1.535
H 3.099 -2.341 -0.161
S -3.770 -2.418 4.398
Sb -3.931 -0.815 2.660
S -2.048 0.597 3.097
S -2.914 -1.921 0.797
N 8.167 5.171 4.738
C 7.205 4.824 4.212
C 6.002 4.389 3.557
C 5.218 5.305 2.859
C 4.054 4.891 2.241
C 3.672 3.554 2.305
C 4.465 2.633 2.985
C 5.620 3.051 3.618
N 2.495 3.130 1.671
C 1.953 3.621 0.491
C 0.841 2.881 0.259
N 0.676 1.950 1.264
C 1.673 2.120 2.080
H 5.519 6.343 2.813
H 3.427 5.602 1.721
H 4.189 1.587 2.986
H 6.240 2.339 4.146
H 2.439 4.386 -0.088
H 0.153 2.951 -0.565
H 1.849 1.568 2.989
C 1.197 -1.333 3.830
C 0.308 -1.798 2.708
N -0.583 -2.761 2.993
O 0.407 -1.311 1.580
H 1.476 -2.147 4.499
H 0.638 -0.583 4.396
H 2.087 -0.876 3.403
H -0.789 -2.964 3.957
H -1.340 -2.876 2.320
O -2.172 2.811 0.291
C -3.299 2.338 0.158
O -3.555 1.084 0.216
H -4.156 2.992 -0.073
*
```

## Properties
Expectation value of S²: 0.760
E_HOMO (alpha / beta) in Ha: -0.1352 / -0.1352
Kohn-Sham gap (alpha / beta) in eV: 5.3 / 3.6
E_LUMO (alpha / beta) in eV: 1.649 / -0.108
Strongest force on any atom in eV/A: 0.43

***

# 2
# C3H9N3S

The molecule C3H9N3S (wB97M-V/def2-TZVPD, the Open Molecules 2025 dataset).

ORCA input file:
```
! RIJCOSX wB97M-V def2-TZVPD def2/J DEFGRID3
* xyz 0 1
H 0.125 -2.153 1.075
N 0.749 -1.771 0.413
C 0.285 -0.669 0.019
N -0.873 0.005 0.491
S -1.873 -0.720 1.699
N 0.832 0.017 -1.103
C 1.076 1.420 -0.966
C 1.749 1.948 -2.233
H -1.440 0.368 -0.266
H -1.539 0.172 2.665
H 1.586 -0.521 -1.510
H 0.137 1.916 -0.765
H 1.792 1.622 -0.126
H 2.676 1.368 -2.507
H 1.930 3.024 -2.201
H 1.079 1.770 -3.077
*
```

## Properties
E_HOMO in Ha: -0.3390
Kohn-Sham gap in eV: 9.9
E_LUMO in eV: 0.725
Strongest force on any atom in eV/A: 1.93
SMILES string: [H]/N=C(\NS)NCC

***

Copy entry 1 word for word.
# C33H31BiN9O3S3Sb

C33H31BiN9O3S3Sb as an isolated structure (wB97M-V/def2-TZVPD, the Open Molecules 2025 dataset).

ORCA input file:
```
! RIJCOSX wB97M-V def2-TZVPD def2/J DEFGRID3
* xyz -1 2
Bi -1.414 0.214 0.583
C 5.705 3.801 -4.178
C 4.426 3.135 -3.746
C 3.207 3.406 -4.362
C 2.038 2.771 -3.989
C 1.980 1.810 -2.944
N 0.887 1.136 -2.537
C -0.370 1.542 -2.796
C -0.844 2.873 -2.934
C -2.183 3.171 -3.102
C -3.170 2.190 -3.152
C -4.630 2.526 -3.287
C -2.744 0.875 -3.009
C -1.408 0.563 -2.837
N -1.062 -0.820 -2.712
C -1.169 -1.791 -3.637
C -0.750 -2.964 -3.051
C -0.401 -2.596 -1.743
N -0.581 -1.298 -1.554
C 3.247 1.523 -2.361
C 4.411 2.163 -2.752
N 3.365 0.568 -1.305
C 3.991 0.783 -0.126
C 3.991 -0.408 0.560
C 3.331 -1.298 -0.311
N 2.969 -0.708 -1.435
H 5.514 4.799 -4.576
H 6.221 3.234 -4.959
H 6.400 3.907 -3.343
H 3.171 4.133 -5.168
H 1.127 3.004 -4.523
H -0.131 3.685 -2.882
H -2.476 4.214 -3.177
H -4.766 3.586 -3.507
H -5.181 2.303 -2.369
H -5.104 1.958 -4.092
H -3.464 0.063 -2.996
H -1.511 -1.562 -4.632
H -0.694 -3.937 -3.507
H -0.016 -3.200 -0.938
H 5.339 1.873 -2.269
H 4.381 1.757 0.116
H 4.404 -0.606 1.535
H 3.099 -2.341 -0.161
S -3.770 -2.418 4.398
Sb -3.931 -0.815 2.660
S -2.048 0.597 3.097
S -2.914 -1.921 0.797
N 8.167 5.171 4.738
C 7.205 4.824 4.212
C 6.002 4.389 3.557
C 5.218 5.305 2.859
C 4.054 4.891 2.241
C 3.672 3.554 2.305
C 4.465 2.633 2.985
C 5.620 3.051 3.618
N 2.495 3.130 1.671
C 1.953 3.621 0.491
C 0.841 2.881 0.259
N 0.676 1.950 1.264
C 1.673 2.120 2.080
H 5.519 6.343 2.813
H 3.427 5.602 1.721
H 4.189 1.587 2.986
H 6.240 2.339 4.146
H 2.439 4.386 -0.088
H 0.153 2.951 -0.565
H 1.849 1.568 2.989
C 1.197 -1.333 3.830
C 0.308 -1.798 2.708
N -0.583 -2.761 2.993
O 0.407 -1.311 1.580
H 1.476 -2.147 4.499
H 0.638 -0.583 4.396
H 2.087 -0.876 3.403
H -0.789 -2.964 3.957
H -1.340 -2.876 2.320
O -2.172 2.811 0.291
C -3.299 2.338 0.158
O -3.555 1.084 0.216
H -4.156 2.992 -0.073
*
```

## Properties
Expectation value of S²: 0.760
E_HOMO (alpha / beta) in Ha: -0.1352 / -0.1352
Kohn-Sham gap (alpha / beta) in eV: 5.3 / 3.6
E_LUMO (alpha / beta) in eV: 1.649 / -0.108
Strongest force on any atom in eV/A: 0.43